The following is a quantum chemistry calculation of 4 unconnected molecules or ions with the total composition H8O4, from the Open Molecules 2025 dataset.

Element x y z (Å)
O  0.7159  -0.4798  0.1160
H  1.4663  3.4680  -0.0444
H  -0.7466  -2.0117  1.0034
O  -0.7232  -0.7717  -2.2944
H  -0.2976  -0.5850  -1.4733
H  -0.0016  -0.0817  0.6288
O  1.7989  2.6364  0.3637
H  1.4094  2.5950  1.2259
H  -1.4362  -1.3557  -2.0802
H  -2.0244  -1.4948  1.4724
H  1.4695  0.0010  0.3355
O  -1.6303  -1.9200  0.7465

Its SMILES is O.O.O.O. The calculation puts the energy above the lowest of the compared OMol25 structures with the same formula, charge and spin at 1.083 eV. The calculation puts the HOMO energy at -0.38580 Ha. Its net charge is 0. For the maximum force, the calculation gives 2.627 eV/A.

Löwdin atomic charge list, values in e, 6 entries:
1. O -0.021
2. H 0.064
3. H -0.005
4. O -0.048
5. H -0.043
6. H 0.054



The following is a quantum chemistry calculation of a molecular structure, C14H22AsO12PSTe2Zr, from the Open Molecules 2025 dataset.

Element x y z (Å)
H  -0.0167  -3.5812  2.5688
H  4.1820  -0.6313  2.1825
H  6.1990  0.5506  1.4084
C  2.6149  4.6712  2.2528
H  2.5539  6.6818  2.9908
C  2.4637  -5.3909  -0.9760
H  -2.1631  -0.0342  1.4424
C  0.9069  4.0329  0.6463
C  0.4176  5.3350  0.7322
O  -0.2717  1.6544  0.9377
H  0.9545  -1.4665  2.1655
C  -2.2224  -0.9519  2.0294
C  5.0464  -1.2003  1.8399
C  2.0304  3.7195  1.4222
H  0.7320  3.3455  -2.5875
O  4.8737  -1.5435  0.4516
H  -1.0170  -2.7171  3.7601
O  4.2296  2.3862  1.8205
H  7.1678  -0.9353  1.5745
H  3.4970  4.3953  2.8141
C  2.0927  5.9503  2.3376
O  0.3447  3.9741  -1.9671
C  -0.9444  -3.0210  2.7141
H  -1.7718  -3.6806  2.4601
O  -1.3835  -3.2382  -0.0533
C  -0.8935  -2.1860  0.3260
O  0.1392  -0.9381  2.1407
H  6.4877  -0.1355  3.0089
As  -0.2139  2.9007  -0.5617
Zr  0.8832  0.3431  0.1958
S  2.8727  2.1394  1.4017
C  -0.9731  -1.7951  1.8211
O  3.3828  -3.4872  0.1617
O  2.1380  1.1737  2.2317
H  0.5720  7.2812  1.6079
Te  -2.6428  3.4646  -0.5509
P  3.4327  -1.8988  -0.1248
H  -2.3060  -0.6771  3.0827
H  -3.1034  -1.5205  1.7295
H  5.1117  -2.1275  2.4178
H  1.4961  -3.4863  -0.7392
O  0.4347  1.4960  -1.4147
O  -0.3148  -1.3043  -0.4150
C  2.1488  -4.1529  -0.1699
O  2.7328  1.6614  0.0023
H  1.5423  -5.9324  -1.1983
C  0.9903  6.2819  1.5659
H  2.9393  -5.1040  -1.9142
Te  3.2116  -1.3522  -2.3831
C  6.3095  -0.3817  1.9600
H  -0.4479  5.5981  0.1349
O  2.3702  -1.2737  0.7704
H  3.1389  -6.0503  -0.4268
H  1.6422  -4.3987  0.7663

The calculation puts the energy above the lowest of the compared OMol25 structures with the same formula, charge and spin at 0.000 eV. The calculation puts the HOMO energy at -0.05523 Ha. Its net charge is -2. For the maximum force, the calculation gives 0.096 eV/A.

Löwdin atomic charge list, values in e, 6 entries:
1. H 0.080
2. H 0.094
3. H 0.070
4. C -0.083
5. H 0.089
6. C -0.081



The following is a quantum chemistry calculation of 10 unconnected molecules or ions with the total composition C36H68Cl4O16S6, from the Open Molecules 2025 dataset.

Element x y z (Å)
H  2.9462  -3.4172  5.6308
H  -1.9255  -3.8368  4.1952
H  -0.0676  2.3476  -4.2111
O  5.3177  -2.2433  -4.3679
H  1.0637  -0.9481  -0.0583
C  -2.1407  2.2042  -4.9059
H  4.3236  -5.3327  4.3630
C  4.6195  -1.4151  -3.8761
C  -3.4243  -4.9523  3.0874
C  -4.8880  1.2388  1.7355
O  -2.3245  0.8438  7.5054
H  1.9168  8.0801  0.8673
H  1.3506  0.3830  5.2096
C  -0.2655  2.5610  7.2220
C  2.7201  -3.8817  4.6703
S  2.0114  -3.9011  2.1668
C  1.5391  5.3219  0.2452
O  5.0148  6.5448  0.1603
H  -0.1907  -0.6524  -6.5489
C  -2.0799  -4.2393  3.1904
C  0.1543  -0.4033  -0.3080
C  2.5959  7.5647  0.1906
H  -0.7301  1.5263  -0.0048
H  0.7056  7.0393  -0.8268
H  -5.3326  -4.3732  2.1188
H  -4.2550  2.2848  -4.4837
H  -0.7967  1.0424  4.3491
C  -0.2414  -3.2694  -7.4794
S  3.8158  6.4637  0.9749
C  -3.4066  2.9683  -4.4690
O  -5.7668  0.4793  1.4332
C  -0.8139  0.6200  5.3559
H  0.9520  -2.6894  3.9221
H  4.6100  1.2977  -2.6867
H  -3.5128  1.6265  0.1889
H  -0.6234  3.7188  -5.1806
H  4.3938  -1.5595  -1.7725
Cl  0.1828  -5.9441  -2.1817
H  -2.0623  2.8836  1.4828
C  0.6309  -2.6571  -6.3796
H  -4.3750  -2.3077  2.9148
O  1.0025  -4.9350  2.2351
H  -4.1939  3.9295  1.8639
C  -1.7069  -3.2339  -6.9616
H  -2.9022  0.3347  1.3648
H  3.7016  -5.5519  2.0324
C  3.9473  0.4495  -2.5143
C  4.7828  -0.8332  -2.4868
H  -3.3441  -6.0275  2.9507
H  -1.3021  -0.3284  5.1330
C  0.3997  -4.2578  -1.6328
C  -4.2604  -4.2377  2.0008
C  -3.9628  3.1367  2.5793
Cl  -0.1234  -0.3972  -2.0609
C  0.2288  1.0408  0.1755
C  2.9203  4.8991  0.6668
H  0.9020  5.4576  1.1251
H  3.0814  4.2543  1.5250
S  -2.1402  -2.6745  2.2375
O  3.6274  -0.7748  -4.5303
H  -3.6179  3.7491  -5.2031
C  -3.1696  3.4706  -3.0611
H  1.7012  1.6209  7.4023
H  3.1653  1.2323  -4.3467
O  -1.1628  5.2839  -3.0619
H  -3.7935  3.5820  3.5545
H  3.4175  4.4825  -0.2130
H  0.6268  -0.2583  6.6870
C  0.9763  1.8903  6.6366
O  -5.0785  2.2250  2.6184
H  -0.5379  -3.6932  -1.6397
H  -1.1420  -4.6976  2.8786
O  -0.8571  3.2263  -1.7226
H  -0.2999  2.6512  8.3032
H  -2.1009  1.2959  -4.2970
H  -3.8334  4.2723  -2.7459
S  -1.4143  3.8617  -2.9011
H  3.2936  0.6669  -1.6713
H  4.8249  -3.7061  4.0678
H  2.0863  6.2966  -1.5426
C  1.6822  6.6278  -0.5799
H  1.4367  2.6104  5.9629
H  -3.9257  -4.6488  1.0434
O  -2.7201  -1.0343  -5.8280
C  -0.9168  2.9951  -4.4197
C  -3.9252  -2.7696  2.0271
H  2.5471  -2.0956  3.4322
O  -1.7587  -2.8663  -4.3257
H  0.0975  -4.2690  -7.7383
C  -2.7739  2.2981  2.0642
C  -3.4807  1.2378  1.2085
C  1.4696  -3.5473  -2.4287
H  0.7886  -3.3237  -5.5294
Cl  0.6130  1.0518  1.9080
H  -0.1618  -2.6518  -8.3735
Cl  3.0788  -4.1881  -2.1772
H  -3.9299  -4.8345  4.0489
H  0.5439  -4.2736  -0.5530
C  3.0779  0.3009  -3.7869
H  1.5925  -2.3644  -6.8008
H  4.2413  -3.8641  1.8192
O  -2.5663  2.5954  5.7123
O  2.0338  -3.0036  1.0098
O  -1.5019  -2.8821  0.9539
H  -0.6588  -0.9210  0.1895
C  3.6750  -4.5488  2.4504
C  1.9696  -2.9912  3.6820
H  1.2179  -3.5162  -3.4867
C  0.5805  0.5542  5.9625
H  -2.1707  1.9837  -5.9667
O  3.8873  6.7457  2.3901
H  2.0723  -4.7028  4.9888
H  1.0639  4.5312  -0.3371
H  1.4742  -2.5100  -2.0885
H  0.2537  -1.0138  -4.8904
H  0.9386  1.6297  -0.4047
H  -3.3784  2.6215  -2.4049
H  5.8178  -0.5410  -2.3395
C  3.9817  -4.3852  3.9474
H  -2.3843  -2.8278  -7.7119
H  -2.2219  1.8610  2.8937
H  -4.2719  -2.1225  1.2251
H  3.2072  8.2269  -0.4142
H  2.0492  0.1154  -3.5259
H  -0.4832  3.5481  6.8095
O  -1.7620  -1.5159  3.0279
S  -1.7487  1.6993  6.4829
C  -0.1137  -1.4584  -5.8147
H  -2.1322  -4.1897  -6.6610
S  -1.7880  -2.0922  -5.5382

Its SMILES is O=S1(=O)CCCC1.O=S1(=O)CCCC1.O=S1(=O)CCCC1.O=S1(=O)CCCC1.O=S1(=O)CCCC1.O=S1(=O)CCCC1.O=C1CCCO1.O=C1CCCO1.ClCCCl.ClCCCl. The calculation puts the HOMO energy at -0.37286 Ha. Its net charge is 0. For the maximum force, the calculation gives 2.279 eV/A.

Löwdin atomic charge list, values in e, 6 entries:
1. H 0.115
2. H 0.099
3. H 0.088
4. O 0.125
5. H 0.054
6. C -0.211



The following is a quantum chemistry calculation of a molecular structure, C8H18I2NO2P2Sn, from the Open Molecules 2025 dataset.

Element x y z (Å)
H  -2.2512  1.7677  -2.4884
H  -1.0571  3.9007  0.8453
O  -0.9468  -1.7258  -3.4667
H  -3.8520  2.2712  1.1525
H  -1.0032  3.9167  -0.9745
H  4.5931  -1.2217  0.8511
P  -1.8614  1.8234  -0.1282
C  3.8545  -0.4579  0.5837
H  1.2412  -3.0239  1.7445
H  3.7851  0.2978  1.3747
H  4.1266  0.0046  -0.3714
C  -2.8542  1.5625  -1.5973
H  3.3625  -3.0517  -0.6933
N  -0.9858  -1.2820  0.7468
O  -2.4924  -3.1458  0.6570
I  1.2785  0.9935  -2.6196
I  1.4808  2.0285  1.7917
C  2.4819  -2.4486  -0.9491
H  3.0260  -2.9279  1.9504
H  -3.4362  0.5208  1.1733
H  -2.5615  4.1009  -0.1089
H  1.6023  -3.1011  -1.0301
H  -2.5057  1.6937  2.2152
C  -0.9840  -1.3537  -2.3887
Sn  0.2607  0.3298  -0.1151
P  2.2401  -1.2872  0.3910
C  -1.7396  -2.2179  0.6652
H  -3.6892  2.2742  -1.5553
C  -1.5730  3.6294  -0.0821
H  -3.2523  0.5395  -1.5909
C  2.0955  -2.3410  1.8749
C  -3.0283  1.5417  1.2541
H  2.6749  -1.9046  -1.8802
H  1.9704  -1.7059  2.7683

The calculation puts the energy above the lowest of the compared OMol25 structures with the same formula, charge and spin at 0.000 eV. The calculation puts the HOMO energy (spin up / spin down) at -0.71084 / -0.70905 Ha. Its net charge is +3. For the maximum force, the calculation gives 4.086 eV/A.

Löwdin atomic charge list, values in e, 6 entries:
1. H 0.060
2. H 0.047
3. O 0.134
4. H 0.096
5. H 0.071
6. H 0.092



The following is a quantum chemistry calculation of a molecular structure, C19H31HgN2P, from the Open Molecules 2025 dataset.

Element x y z (Å)
C  1.4984  1.9750  -1.8910
P  2.2229  -1.5789  -0.1435
H  -0.3152  -1.7343  -2.5813
H  -1.4255  3.8109  3.5556
H  -3.7781  -3.0071  -0.9059
H  3.3838  -2.4278  -2.1390
C  -1.3971  -1.5780  -2.6572
C  1.3056  0.8596  -1.0622
Hg  -0.3228  -1.1343  0.6802
C  0.0105  0.4383  -0.7300
H  2.8594  1.3180  3.9199
H  -2.5442  0.4251  1.9292
H  -2.9493  -0.9394  0.2600
H  4.6443  -1.9955  0.1914
H  -0.3966  -2.0606  2.2749
C  -2.4798  1.4620  2.2911
N  -2.0159  -1.8602  -1.3484
H  -0.7265  -2.6391  1.7756
H  1.3412  3.7075  3.8756
H  -2.9750  1.2969  -0.3358
H  3.3892  0.2826  -1.2077
H  2.8520  0.7176  0.4358
H  3.1552  1.8932  2.2709
H  0.5620  3.4831  -3.1204
H  -1.7413  2.6486  -2.6091
H  -1.5637  -0.5423  -2.9555
C  -2.5205  0.6841  -1.1401
C  -1.0785  1.0860  -1.3066
C  0.4024  2.6400  -2.4409
H  -1.7905  -2.2681  -3.4124
N  0.0196  1.0917  2.3279
C  -2.8116  -3.1098  -1.4126
C  1.0976  1.7622  2.8353
C  2.3479  -2.3802  -1.7767
H  2.5289  2.3039  -2.0840
H  -2.9699  -3.3910  -2.4595
C  -1.0884  1.8481  2.5746
H  1.7297  -1.8778  -2.5324
C  -0.8709  2.1809  -2.1580
H  -3.0655  0.9394  -2.0688
C  2.5467  0.2203  -0.5049
H  3.8165  -1.4899  1.6992
H  -3.9430  -0.9467  -1.1994
C  3.7173  -2.0845  0.7813
H  1.9719  -3.4046  -1.6421
C  -0.7157  3.0546  3.2511
H  3.5642  -3.1373  1.0552
H  2.5521  0.2226  2.5505
C  -2.9002  -0.7730  -0.8336
C  0.6697  3.0009  3.4103
H  -2.9368  2.1386  1.5531
H  -3.0742  1.5386  3.2176
C  2.4856  1.2675  2.8827
H  -2.2782  -3.9375  -0.9402

The calculation puts the energy above the lowest of the compared OMol25 structures with the same formula, charge and spin at 0.014 eV. The calculation puts the HOMO energy at -0.19834 Ha. Its net charge is 0. For the maximum force, the calculation gives 2.488 eV/A.

Löwdin atomic charge list, values in e, 6 entries:
1. C -0.047
2. P 0.805
3. H 0.054
4. H 0.077
5. H 0.080
6. H 0.048



The following is a quantum chemistry calculation of a single C4H5NO molecule, from the Open Molecules 2025 dataset.

Element x y z (Å)
H  1.1025  -1.0237  -0.2095
H  0.1244  2.0742  1.1088
H  1.4957  1.7823  -0.9199
C  0.6180  -0.3271  -1.0077
C  -0.4519  -0.7653  -0.1294
H  -0.8029  -2.2568  -1.1820
O  -1.0243  -1.9789  -0.2776
N  0.0917  1.2376  0.5444
H  -1.3094  0.1150  1.7440
C  0.8526  0.9944  -0.5327
C  -0.6966  0.1483  0.8616

Its SMILES is Oc1cc[nH]c1. The calculation puts the energy above the lowest of the compared OMol25 structures with the same formula, charge and spin at 3.174 eV. The calculation puts the HOMO energy at -0.30485 Ha. Its net charge is 0. For the maximum force, the calculation gives 2.066 eV/A.

Löwdin atomic charge list, values in e, 6 entries:
1. H 0.167
2. H 0.154
3. H 0.109
4. C -0.098
5. C -0.437
6. H 0.110